The following is a DFT calculation (ωB97M-V/def2-TZVPD) of a 4-piece molecular cluster, C38H78FN4O2 overall.

As for the spin multiplicity: 1. Its total charge is +1. The HOMO-LUMO gap is 6.8 eV. As for the maximum force: 0.566 eV Å⁻¹.

Each line ends with the Löwdin charge.
Geometry (Å):
C -1.097 6.633 1.212  0.1647
C -1.236 5.794 0.375  -0.0962
C -1.466 4.773 -0.647  -0.0951
N -1.963 3.514 -0.078  0.0763
C -1.506 2.849 0.947  -0.2030
O -0.446 3.162 1.622  0.0693
C 0.847 3.316 0.950  -0.0693
C 1.315 2.047 0.245  -0.3131
C 1.891 1.025 1.249  -0.0247
C 2.407 2.461 -0.759  -0.1464
C 1.935 3.175 -2.033  -0.4228
C 0.780 2.407 -2.703  -0.0587
C 3.103 3.275 -3.010  -0.0743
C -2.408 1.693 1.285  -0.0821
C -1.903 0.518 2.121  -0.1420
C -1.064 0.890 3.360  -0.0608
C -2.968 1.429 -0.126  -0.4566
F -4.153 0.767 -0.082  0.1190
O -2.057 0.817 -0.956  -0.0325
C -2.090 -0.622 -1.052  -0.1982
C -0.678 -1.177 -1.127  -0.0505
C -3.165 2.870 -0.668  -0.1483
C -4.428 3.549 -0.254  -0.1049
C -5.434 3.711 -1.106  0.0752
H -0.943 7.330 2.004  0.0504
H -0.545 4.580 -1.199  0.1090
H -2.210 5.111 -1.367  0.1466
H 1.531 3.547 1.765  0.1270
H 0.848 4.182 0.290  0.1061
H 0.494 1.570 -0.299  0.1068
H 1.150 0.271 1.516  0.0615
H 2.233 1.513 2.163  0.0703
H 2.735 0.503 0.800  0.0692
H 2.976 1.581 -1.066  0.1251
H 3.098 3.126 -0.224  0.1366
H 1.588 4.190 -1.802  0.1190
H 0.673 2.713 -3.745  0.0859
H 0.971 1.332 -2.671  0.0893
H -0.179 2.591 -2.216  0.0482
H 3.402 2.271 -3.323  0.0892
H 3.978 3.742 -2.552  0.0839
H 2.836 3.838 -3.904  0.0822
H -3.253 2.130 1.836  0.1799
H -2.803 0.007 2.469  0.1260
H -1.372 -0.207 1.502  0.1017
H -1.400 0.314 4.221  0.0844
H -0.020 0.624 3.209  0.0565
H -1.127 1.944 3.620  0.0709
H -2.653 -0.900 -1.944  0.1215
H -2.605 -1.060 -0.198  0.1199
H -0.003 -0.572 -0.518  0.0587
H -0.668 -2.179 -0.697  0.0698
H -0.305 -1.212 -2.149  0.0848
H -3.027 2.844 -1.750  0.1713
H -4.471 3.918 0.766  0.1229
H -6.391 4.079 -0.763  0.0753
H -5.311 3.473 -2.156  0.0794
C -4.772 -5.819 -6.717  -0.0877
C -3.922 -5.522 -5.491  -0.2722
N -3.523 -4.126 -5.403  -0.2009
C -2.472 -3.883 -4.437  -0.2518
C -2.775 -4.142 -2.955  -0.0794
C -4.608 -3.159 -5.426  -0.2469
C -5.703 -3.280 -4.359  -0.0806
H -4.276 -5.469 -7.623  0.0816
H -4.928 -6.894 -6.806  0.0748
H -5.756 -5.352 -6.660  0.0652
H -3.005 -6.114 -5.548  0.1180
H -4.460 -5.870 -4.595  0.1030
H -2.136 -2.848 -4.559  0.1066
H -1.618 -4.504 -4.723  0.1100
H -3.437 -3.382 -2.537  0.0458
H -1.842 -4.116 -2.385  0.0516
H -3.229 -5.120 -2.797  0.0714
H -5.084 -3.212 -6.408  0.1027
H -4.160 -2.163 -5.379  0.1106
H -6.063 -4.305 -4.264  0.0677
H -6.557 -2.661 -4.640  0.0724
H -5.369 -2.947 -3.377  0.0498
C 4.028 0.847 6.392  -0.0853
C 3.553 2.033 5.567  -0.2719
N 2.201 2.450 5.900  -0.1966
C 1.621 3.355 4.932  -0.2621
C 2.262 4.735 4.737  -0.0737
C 1.968 2.775 7.301  -0.2420
C 2.843 3.860 7.938  -0.0766
H 3.312 0.026 6.336  0.0803
H 4.987 0.493 6.013  0.0751
H 4.171 1.108 7.441  0.0676
H 3.549 1.746 4.511  0.1079
H 4.287 2.848 5.662  0.1048
H 0.562 3.485 5.179  0.1116
H 1.639 2.839 3.964  0.0754
H 2.057 5.404 5.572  0.0603
H 1.854 5.208 3.839  0.0601
H 3.343 4.667 4.610  0.0719
H 2.084 1.857 7.881  0.1034
H 0.915 3.048 7.403  0.1142
H 3.901 3.709 7.716  0.0681
H 2.731 3.828 9.022  0.0755
H 2.569 4.863 7.613  0.0557
C 3.472 -2.667 0.887  -0.0862
C 2.496 -3.584 0.166  -0.2724
N 2.774 -3.702 -1.254  -0.1980
C 1.693 -4.312 -2.007  -0.2527
C 1.322 -5.768 -1.707  -0.0756
C 4.119 -4.143 -1.596  -0.2438
C 4.600 -5.480 -1.022  -0.0774
H 3.530 -1.699 0.386  0.0610
H 3.140 -2.505 1.914  0.0747
H 4.475 -3.089 0.932  0.0688
H 1.486 -3.170 0.261  0.1026
H 2.478 -4.556 0.683  0.1057
H 1.921 -4.218 -3.072  0.1148
H 0.804 -3.693 -1.843  0.0795
H 2.063 -6.467 -2.091  0.0596
H 0.370 -6.009 -2.187  0.0650
H 1.203 -5.947 -0.637  0.0697
H 4.819 -3.365 -1.282  0.1012
H 4.187 -4.168 -2.686  0.1153
H 4.397 -5.560 0.047  0.0671
H 5.679 -5.567 -1.155  0.0747
H 4.142 -6.335 -1.517  0.0566

Cartesian forces, eV/Å:
C 0.2 0.1 0.4
C -0.3 -0.2 -0.3
C 0.3 0.2 0.2
N 0.0 -0.2 -0.2
C 0.1 0.2 0.0
O 0.0 -0.4 -0.1
C 0.4 0.2 -0.1
C 0.4 -0.2 0.1
C -0.3 0.0 -0.2
C -0.2 0.5 0.1
C -0.2 -0.4 -0.3
C 0.1 0.3 0.1
C 0.1 0.0 0.1
C -0.3 0.0 0.3
C 0.0 -0.1 0.1
C -0.1 -0.3 0.0
C 0.0 0.3 0.1
F -0.1 -0.1 0.0
O -0.1 -0.1 -0.1
C 0.1 -0.6 0.1
C -0.1 0.2 0.2
C 0.5 -0.1 -0.1
C 0.0 0.2 -0.3
C 0.3 0.0 0.4
H 0.0 0.1 -0.1
H 0.0 -0.1 -0.1
H -0.1 0.0 0.1
H -0.1 0.0 0.1
H -0.3 0.0 0.0
H -0.1 0.2 0.0
H 0.1 0.0 0.1
H 0.1 -0.1 0.0
H 0.0 -0.1 0.1
H 0.0 -0.1 0.1
H 0.2 -0.2 -0.1
H 0.1 0.0 0.1
H 0.0 -0.1 0.0
H 0.0 0.0 -0.1
H 0.0 -0.1 0.1
H 0.0 0.0 0.0
H 0.0 0.1 0.0
H 0.0 0.0 0.0
H 0.1 0.1 0.0
H 0.0 0.0 -0.2
H 0.1 0.1 0.0
H 0.0 0.0 0.0
H 0.0 0.3 0.1
H 0.0 0.0 0.0
H -0.1 0.1 0.0
H -0.1 0.2 0.0
H 0.0 0.0 0.0
H 0.0 -0.1 -0.2
H 0.1 0.0 0.1
H -0.2 0.0 0.0
H -0.2 -0.3 0.1
H 0.0 0.2 -0.2
H -0.2 -0.2 0.0
C 0.0 0.0 0.0
C 0.0 0.0 0.0
N 0.0 0.0 0.0
C 0.1 0.0 0.0
C 0.1 0.1 0.0
C -0.1 0.1 -0.1
C 0.0 0.1 0.0
H 0.0 0.0 0.0
H 0.0 0.0 0.0
H 0.0 0.0 0.0
H 0.0 0.0 0.0
H 0.0 0.0 0.0
H 0.0 0.0 0.0
H 0.0 0.0 0.0
H -0.1 -0.1 0.0
H 0.0 0.0 0.0
H 0.0 0.0 0.0
H 0.0 0.0 0.0
H 0.0 0.0 0.0
H 0.0 0.0 0.0
H 0.0 0.0 0.0
H 0.0 -0.1 0.0
C 0.0 0.0 0.0
C 0.0 0.0 0.0
N 0.0 0.0 0.0
C -0.1 0.1 -0.2
C 0.0 0.0 0.0
C 0.0 0.0 0.1
C 0.0 0.0 0.0
H 0.0 0.0 0.0
H 0.0 0.0 0.0
H 0.0 0.0 0.0
H 0.0 0.0 0.0
H 0.0 0.0 0.0
H 0.0 0.0 0.0
H 0.0 0.0 0.0
H 0.0 0.0 0.0
H 0.0 0.0 0.0
H 0.0 0.0 0.0
H 0.0 0.0 0.0
H 0.0 0.0 0.0
H 0.0 0.0 0.0
H 0.0 0.0 0.0
H 0.0 0.0 0.0
C 0.0 0.0 0.0
C 0.0 0.0 0.0
N 0.0 0.1 0.0
C -0.2 0.0 -0.1
C 0.0 0.0 0.0
C 0.1 0.0 0.0
C 0.0 0.0 -0.1
H 0.0 0.0 0.0
H 0.0 0.0 0.0
H 0.0 0.0 0.0
H 0.0 0.0 0.0
H 0.0 0.0 0.0
H 0.1 0.0 0.0
H 0.0 0.0 0.0
H 0.0 0.0 0.0
H 0.0 0.0 0.0
H 0.0 0.0 0.0
H 0.0 0.0 0.0
H 0.0 0.0 0.0
H 0.0 0.0 0.0
H 0.0 0.0 0.0
H 0.0 0.0 0.0